No. 1
{"formula": "C7H9NOSi", "method": "ωB97M-V/def2-TZVPD", "de_lowest_kj_mol": 197.89, "energy_ev": -18816.8946, "smiles": "C1=C/C=C\\C=N\\[SiH2]OCC=1", "homo_lumo_gap_ev": 7.82, "spin_multiplicity": 1, "lumo_ha": 0.0035, "elements": ["Si", "O", "N", "C", "C", "C", "C", "C", "C", "C", "H", "H", "H", "H", "H", "H", "H", "H", "H"], "coordinates": [[1.656440, -1.348402, 0.047772], [2.300280, 0.061985, 0.835859], [-0.010720, -0.992143, -0.056746], [-2.587010, 0.269343, 0.415036], [2.269941, 1.168092, 0.048485], [-1.089889, -1.664718, 0.046805], [0.921138, 1.709908, -0.330617], [-0.284291, 1.198270, -0.002550], [-2.421866, -1.057735, 0.094916], [-1.519276, 1.281360, 0.567777], [2.759002, 1.014117, -0.922864], [2.897588, 2.010499, 0.577132], [-1.925877, 1.992613, 1.204050], [1.871050, -1.200648, -1.336649], [2.283098, -2.482491, 0.647356], [-3.165016, -1.874108, 0.004858], [-1.199592, -2.735783, 0.087006], [-3.523366, 0.693796, 0.869715], [0.820692, 2.332609, -1.238036]], "forces_ev_per_angstrom": [[0.04, 2.65, 0.91], [-0.66, -3.06, -0.02], [-0.65, -1.46, 0.88], [0.20, -0.01, 0.78], [1.30, 3.15, -0.37], [-1.05, 1.50, -0.58], [-2.92, -0.61, -0.46], [0.64, 2.09, 1.71], [0.46, -0.11, -0.13], [0.26, -3.35, -2.37], [0.37, -0.16, 0.07], [-1.18, -1.35, -0.90], [0.52, 2.01, 0.99], [1.06, -0.14, -1.47], [0.11, -0.79, 0.57], [-0.20, 1.25, 0.40], [0.67, -0.75, 0.34], [0.50, -0.95, -1.00], [0.53, 0.08, 0.63]]}

---

No. 2
{"formula": "C6H10N2O", "method": "ωB97M-V/def2-TZVPD", "de_lowest_kj_mol": 1303.21, "energy_ev": -11398.5810, "homo_lumo_gap_ev": 6.66, "spin_multiplicity": 1, "lumo_ha": -0.0673, "elements": ["O", "N", "N", "C", "C", "C", "C", "C", "C", "H", "H", "H", "H", "H", "H", "H", "H", "H", "H"], "coordinates": [[-1.867719, 0.809554, 2.161453], [0.584034, -0.438590, -2.232638], [1.522232, -0.694154, 1.618965], [0.776369, -1.019785, 0.296445], [1.296564, 0.733219, -1.542181], [0.420983, 0.042650, 1.288607], [-1.344782, 0.082217, -0.357574], [0.283220, -0.091922, -0.763123], [-1.140244, -0.080356, 1.225082], [0.730595, 1.752995, -1.822729], [0.566532, 1.095026, 1.185547], [2.362660, -0.302222, 1.376881], [0.195067, -1.956305, 0.108764], [1.218063, -1.292516, -2.196833], [-1.406759, -1.234430, 1.518498], [-2.395813, 1.758497, 0.612502], [2.264562, 0.849780, -0.829108], [-2.238094, 0.831894, -0.947668], [-1.827469, -0.845553, -0.700892]], "forces_ev_per_angstrom": [[-0.17, 0.72, -5.61], [2.13, 0.03, 2.02], [-2.53, -3.93, -0.83], [0.38, -0.01, -1.25], [-2.66, 2.14, 2.15], [-3.82, 1.08, 1.75], [0.60, -0.23, -0.40], [0.04, -0.17, -3.87], [-1.42, -1.58, 3.24], [2.07, -2.21, 0.21], [0.56, 0.84, -1.02], [2.44, 1.80, -0.17], [0.65, 0.53, 1.69], [-0.92, 1.41, -0.13], [0.25, 2.72, -0.56], [0.96, -1.66, 3.31], [-1.75, -0.60, -2.68], [2.80, -0.94, 2.22], [0.38, 0.06, -0.06]]}

---

No. 3
{"formula": "C3H8N2O2", "method": "ωB97M-V/def2-TZVPD", "de_lowest_kj_mol": 204.67, "energy_ev": -10314.8311, "smiles": "NNC(=O)O.C=C", "homo_lumo_gap_ev": 10.30, "spin_multiplicity": 1, "lumo_ha": 0.0300, "elements": ["O", "O", "N", "N", "C", "C", "C", "H", "H", "H", "H", "H", "H", "H", "H"], "coordinates": [[-1.088424, -1.864156, 0.212386], [-1.603679, -0.471963, -1.469237], [0.574228, -0.794686, -1.025299], [1.671512, -1.389324, -0.365990], [0.366844, 1.880749, 0.511537], [-0.465997, 1.276048, 1.374469], [-0.727889, -1.067300, -0.636405], [1.901682, -0.789066, 0.430220], [1.442726, 1.839837, 0.647523], [1.334318, -2.257141, 0.068517], [0.706782, -0.177021, -1.819766], [-0.085032, 0.688306, 2.203193], [-2.470398, -0.766444, -1.125100], [-1.541388, 1.399013, 1.293699], [-0.015285, 2.493149, -0.299746]], "forces_ev_per_angstrom": [[0.63, 0.74, -0.03], [-0.58, 0.20, 0.35], [-1.60, -0.46, 0.49], [-0.29, 0.30, 0.33], [-0.80, -0.23, 0.96], [0.75, 0.75, -0.57], [1.19, -0.92, -0.73], [0.00, -0.09, -0.16], [-0.05, -0.11, -0.14], [0.01, 0.30, -0.49], [0.30, -0.47, 0.40], [-0.10, 0.02, -0.06], [0.36, 0.23, -0.35], [0.10, -0.17, -0.04], [0.08, -0.10, 0.04]]}

---

No. 4
{"formula": "C19H40N5O7", "method": "ωB97M-V/def2-TZVPD", "de_lowest_kj_mol": 0.00, "charge": 1, "energy_ev": -42130.1220, "smiles": "CN[C@@H]1[C@@H](O)[C@@H](O[C@@H]2[C@@H](O)[C@H](O[C@H]3O[C@H](CN)CC[C@H]3N)[C@@H]([NH3+])C[C@H]2N)OC[C@]1(C)O", "homo_lumo_gap_ev": 8.75, "spin_multiplicity": 1, "lumo_ha": -0.0832, "elements": ["O", "O", "O", "O", "O", "O", "O", "N", "N", "N", "N", "N", "C", "C", "C", "C", "C", "C", "C", "C", "C", "C", "C", "C", "C", "C", "C", "C", "C", "C", "C", "H", "H", "H", "H", "H", "H", "H", "H", "H", "H", "H", "H", "H", "H", "H", "H", "H", "H", "H", "H", "H", "H", "H", "H", "H", "H", "H", "H", "H", "H", "H", "H", "H", "H", "H", "H", "H", "H", "H", "H"], "coordinates": [[3.477378, -1.497472, 1.090622], [5.943635, -0.091526, 1.678203], [-2.456306, 0.744345, -0.065630], [0.105224, 1.333769, -0.904214], [2.127246, -0.600844, -0.560661], [2.455911, 1.937666, 0.500414], [-4.625781, 0.300617, -0.721673], [5.150921, 2.229615, 0.057095], [-5.377217, -2.283669, 0.945341], [-2.833446, 3.550802, -0.251873], [1.317696, -3.357022, -0.655745], [-3.367024, -2.011249, -0.721756], [0.785507, -0.988014, -0.759475], [-4.575989, 2.520986, 1.101991], [-2.026060, -1.647540, -0.176067], [2.611370, -0.450030, 0.750402], [-3.542506, 1.223081, -0.799929], [6.711231, -0.412251, -0.545475], [0.418294, -2.345934, -0.140730], [-5.112812, 0.156145, 0.626256], [5.482611, -0.284017, 0.353873], [4.634225, -1.561745, 0.262258], [-5.698694, 1.484633, 1.093213], [-3.940597, 2.633194, -0.286638], [4.571575, 0.905822, -0.060986], [-6.088327, -1.025864, 0.643006], [-1.634026, -0.238936, -0.667826], [3.335543, 0.899477, 0.855376], [-0.186851, 0.115411, -0.292213], [-1.008826, -2.704307, -0.579964], [5.736805, 2.797596, -1.143282], [5.198181, -2.420470, 0.632185], [-3.852871, -1.130187, -1.047358], [1.803426, -0.493872, 1.490080], [-6.117827, 1.375409, 2.093161], [-6.543575, -1.115692, -0.344800], [6.614838, 2.262916, -1.520923], [-4.953220, 3.500111, 1.390240], [-6.002524, -3.071946, 0.803779], [-2.105265, -1.599079, 0.914431], [-3.297967, 1.275496, -1.872446], [7.234868, -1.336485, -0.315305], [-4.112791, -2.342276, 0.026471], [1.251592, -4.214858, -0.120054], [-6.881934, -0.827561, 1.368611], [4.979917, 2.814115, -1.927959], [-4.690022, 3.017658, -0.988829], [-5.105542, -2.291676, 1.925414], [4.227783, 0.753048, -1.089398], [4.342727, -1.733077, -0.780020], [-1.718394, -0.181290, -1.761884], [6.426805, -0.412529, -1.593408], [-0.143018, 0.215731, 0.803939], [-2.080026, 3.175421, 0.313837], [0.979847, 1.627283, -0.578906], [-4.253797, -0.078400, 1.273283], [-0.988414, -2.815804, -1.665853], [-2.463121, 3.723737, -1.178865], [3.660894, 1.036919, 1.898159], [6.026890, 3.823782, -0.922674], [5.820519, 2.232386, 0.821299], [0.724854, -1.069912, -1.850669], [-3.275360, -2.675178, -1.490278], [-1.280234, -3.666765, -0.142428], [2.274342, -3.028698, -0.591988], [5.337149, -0.526243, 2.288323], [-6.492452, 1.790491, 0.410307], [-3.804784, 2.229427, 1.817103], [7.389393, 0.412306, -0.347554], [3.033801, 2.687060, 0.275973], [0.444581, -2.254058, 0.961100]], "forces_ev_per_angstrom": [[-0.07, 0.02, 0.16], [0.16, 0.02, 0.22], [-0.16, 0.10, 0.05], [0.01, 0.18, -0.11], [0.29, 0.05, 0.10], [-0.28, 0.14, -0.12], [-0.21, 0.11, 0.01], [0.13, -0.08, 0.17], [-0.34, -0.20, 0.32], [0.14, 0.13, -0.07], [0.09, -0.09, 0.00], [-0.14, 0.18, -0.25], [-0.54, -0.06, 0.15], [-0.18, 0.04, -0.39], [0.36, 0.27, -0.07], [-0.24, 0.46, 0.33], [0.09, 0.64, -0.34], [-0.36, -0.01, 0.37], [-0.04, 0.26, -0.16], [-0.48, 0.01, 0.28], [-0.26, -0.13, -0.65], [0.33, 0.11, -0.11], [0.41, -0.18, -0.05], [-0.03, -0.51, 0.18], [-0.13, -0.24, 0.53], [0.11, 0.44, -0.02], [0.47, -0.12, 0.27], [0.29, -0.56, -0.19], [-0.02, -0.41, -0.21], [0.27, 0.25, 0.30], [0.09, 0.08, -0.10], [0.04, 0.08, -0.10], [0.18, -0.53, 0.03], [0.03, -0.02, -0.14], [-0.07, -0.06, 0.02], [-0.05, 0.02, 0.06], [-0.02, 0.00, -0.02], [0.06, 0.04, 0.04], [0.05, -0.02, 0.11], [-0.08, -0.01, -0.06], [0.03, -0.06, 0.21], [0.08, -0.09, 0.01], [0.38, 0.02, -0.31], [0.05, 0.02, -0.04], [0.05, -0.04, -0.07], [0.04, 0.06, -0.06], [0.04, -0.11, 0.06], [-0.09, -0.08, -0.04], [0.03, 0.03, 0.04], [0.06, -0.02, 0.04], [-0.02, -0.02, 0.00], [0.01, 0.03, -0.15], [-0.04, -0.08, -0.02], [0.03, 0.01, -0.08], [-0.07, -0.03, 0.01], [-0.10, -0.03, -0.01], [-0.04, -0.05, -0.11], [0.05, 0.03, 0.04], [-0.04, -0.10, -0.18], [0.02, 0.03, -0.13], [-0.12, 0.04, 0.02], [-0.17, -0.05, 0.07], [-0.05, 0.08, 0.09], [-0.07, -0.07, -0.07], [-0.01, -0.06, 0.06], [-0.03, 0.04, 0.03], [-0.12, -0.02, 0.00], [0.03, 0.02, 0.10], [0.07, 0.10, -0.05], [0.08, 0.00, 0.10], [-0.02, 0.00, -0.13]]}

---

No. 5
{"formula": "C2H3F2O2Si", "method": "ωB97M-V/def2-TZVPD", "de_lowest_kj_mol": 480.19, "charge": -1, "energy_ev": -19530.6647, "homo_lumo_gap_ev": 8.59, "spin_multiplicity": 1, "lumo_ha": 0.1507, "elements": ["Si", "F", "F", "O", "O", "C", "C", "H", "H", "H"], "coordinates": [[-1.233332, 0.140163, -0.003024], [1.158035, -1.518097, -1.160862], [1.290270, -1.535085, 1.057794], [2.323906, 1.130219, 0.109375], [0.109510, 1.384595, 0.019060], [1.201250, 0.718000, 0.015796], [0.670222, -0.730916, -0.142042], [-1.669881, -1.034799, 0.840227], [-1.964718, 0.095637, -1.317675], [-1.885266, 1.350283, 0.581355]], "forces_ev_per_angstrom": [[0.58, -0.33, 0.35], [-0.20, 0.97, 0.02], [-1.60, 1.67, -1.74], [0.87, 0.33, 0.09], [-0.62, 1.20, -0.12], [1.01, -1.73, -0.77], [1.11, -1.78, 1.64], [-0.56, 0.31, 0.04], [0.49, -0.34, 0.01], [-1.09, -0.30, 0.47]]}

---

No. 6
{"formula": "C25H33BrI3N6O5SW", "method": "ωB97M-V/def2-TZVPD", "de_lowest_kj_mol": 0.00, "charge": 3, "energy_ev": -152621.6539, "homo_lumo_gap_ev": 6.74, "spin_multiplicity": 1, "lumo_ha": -0.2968, "elements": ["W", "I", "I", "I", "Br", "S", "O", "O", "O", "O", "O", "N", "N", "N", "N", "N", "N", "C", "C", "C", "C", "C", "C", "C", "C", "C", "C", "C", "C", "C", "C", "C", "C", "C", "C", "C", "C", "C", "C", "C", "C", "C", "H", "H", "H", "H", "H", "H", "H", "H", "H", "H", "H", "H", "H", "H", "H", "H", "H", "H", "H", "H", "H", "H", "H", "H", "H", "H", "H", "H", "H", "H", "H", "H", "H"], "coordinates": [[-0.150817, -0.901482, -0.732608], [-1.347270, 0.277642, 3.777758], [-2.292780, 0.123816, -6.027115], [-3.153875, -5.334980, 4.880833], [-1.601216, 4.269558, -3.003292], [-2.137727, -2.647428, -2.252765], [-1.986637, -1.779578, -3.590302], [-0.015179, -1.081809, -2.593545], [-2.142265, -1.603255, -1.139461], [-0.499127, -1.181932, 1.078882], [-0.940151, -3.814601, 0.211888], [1.256065, 2.980039, 1.890637], [0.174034, -2.237922, -4.560878], [1.838590, 4.549093, 4.259492], [-1.365449, 0.926515, -0.657654], [1.086926, -2.706954, -0.275944], [1.968084, -0.317209, -0.872308], [-1.541697, -1.707835, 3.170090], [-2.028606, 2.939866, -1.753494], [2.320419, -2.724145, -1.081589], [4.467600, 0.265429, -1.925058], [2.891961, 3.655921, 3.654501], [2.203012, 2.522577, 2.900945], [0.396162, -4.020608, -0.124239], [-3.476154, 1.919276, -0.162219], [-2.517929, 0.944807, 0.030614], [-0.606833, -1.307077, -3.860627], [3.593598, 1.289582, -1.577180], [-1.101245, -2.083628, 1.906946], [2.365331, 0.957755, -1.055381], [-1.115013, 1.932089, -1.509635], [-1.254078, -3.417900, 1.507401], [0.271285, 3.886266, 2.469936], [-0.718886, 0.014926, -4.608027], [-2.126834, -2.629455, 4.022547], [4.073843, -1.046938, -1.734854], [0.883866, 5.068620, 3.214335], [-3.242003, 2.932368, -1.079605], [-3.842547, -3.052605, -2.434856], [-1.841347, -4.341063, 2.351306], [-2.273361, -3.950148, 3.612744], [2.816186, -1.307999, -1.220513], [-0.358314, 3.310191, 3.156281], [-4.400138, -2.141809, -2.646207], [1.651092, 1.710139, -0.749237], [1.750421, 3.453038, 1.140133], [3.529201, 3.295145, 4.460102], [2.966515, 1.894726, 2.442880], [1.470559, 5.704294, 2.551425], [0.411436, -4.533889, -1.084249], [5.441378, 0.488619, -2.340559], [4.728898, -1.867534, -1.995731], [-2.679823, 0.130894, 0.721784], [2.276820, 5.327709, 4.756007], [0.909124, -4.623144, 0.630512], [0.134532, 5.677197, 3.717719], [0.170732, -3.162948, -4.148661], [-0.855698, 0.824431, -3.900267], [1.386629, -2.457670, 0.667435], [-4.150106, -3.502050, -1.491087], [-1.964939, -5.359227, 2.007072], [-3.981763, 3.698484, -1.270288], [-4.400954, 1.878934, 0.395641], [-3.935417, -3.773634, -3.245997], [3.090723, -3.343696, -0.616464], [1.314335, 4.021651, 4.962496], [3.481603, 4.286320, 2.989076], [-0.084683, -2.297957, -5.539541], [-2.467729, -2.321543, 5.000941], [1.659122, 1.889297, 3.610043], [-0.386310, 4.270028, 1.690837], [-0.168378, 1.914287, -2.032974], [2.108163, -3.143378, -2.067472], [3.859767, 2.326972, -1.721416], [0.205263, 0.166556, -5.157939]], "forces_ev_per_angstrom": [[0.14, -0.44, -0.17], [-0.02, -0.05, 0.01], [0.03, -0.03, -0.04], [0.00, 0.00, 0.00], [0.00, 0.01, -0.01], [-0.01, -0.14, 0.09], [0.00, 0.12, 0.14], [0.01, 0.36, 0.02], [-0.06, 0.01, 0.08], [-0.32, 0.32, -0.16], [-0.02, 0.01, 0.03], [0.10, 0.20, 0.05], [-0.06, -0.07, 0.02], [-0.01, -0.01, 0.00], [0.08, 0.04, -0.02], [0.05, -0.13, 0.11], [-0.07, 0.04, -0.18], [0.05, 0.07, -0.02], [-0.01, 0.00, 0.01], [0.02, -0.03, 0.05], [-0.01, 0.00, 0.01], [-0.01, 0.00, 0.00], [-0.05, -0.01, 0.03], [0.04, 0.00, 0.02], [0.10, 0.14, 0.06], [-0.12, -0.16, -0.09], [0.03, -0.23, -0.02], [0.01, 0.00, 0.01], [0.23, -0.18, 0.04], [0.01, 0.02, 0.21], [-0.02, -0.01, -0.03], [-0.01, 0.00, -0.01], [-0.02, -0.04, 0.02], [0.03, -0.03, -0.04], [0.00, -0.01, 0.00], [0.03, 0.00, 0.03], [-0.01, -0.01, 0.00], [0.00, -0.02, 0.00], [-0.03, 0.07, -0.09], [0.02, 0.02, 0.01], [-0.01, -0.01, 0.02], [0.01, 0.02, -0.05], [0.00, 0.00, -0.01], [0.00, 0.00, 0.01], [0.01, 0.01, 0.00], [0.00, -0.02, -0.01], [-0.01, -0.01, 0.00], [0.01, 0.02, -0.01], [0.00, 0.01, 0.01], [-0.04, 0.02, -0.01], [0.00, 0.00, -0.01], [0.00, 0.00, 0.00], [-0.02, -0.02, -0.02], [0.01, 0.01, -0.02], [0.01, -0.02, -0.03], [0.00, -0.01, 0.00], [-0.04, -0.01, -0.02], [-0.12, -0.01, -0.01], [-0.02, 0.08, -0.02], [0.00, -0.01, -0.01], [0.00, 0.00, -0.01], [0.00, 0.00, 0.00], [0.01, 0.00, 0.01], [0.00, 0.01, -0.01], [0.01, -0.03, -0.05], [0.01, 0.01, 0.01], [0.01, 0.00, 0.01], [0.02, 0.03, -0.01], [-0.01, 0.00, 0.00], [0.01, -0.02, -0.01], [0.01, 0.02, 0.00], [0.00, -0.01, 0.00], [-0.05, 0.06, -0.01], [0.00, 0.00, 0.00], [0.04, 0.05, 0.08]]}

---

Number 1: HOMO level -0.284 hartree. Number 2: HOMO level -0.312 hartree. Number 3: HOMO level -0.348 hartree. Number 4: HOMO level -0.405 hartree. Number 5: HOMO level -0.165 hartree. Number 6: HOMO level -0.545 hartree.